208
Properties=species:S:1:pos:R:3:forces:R:3 method="wB97M-V/def2-TZVPD" e_lumo_ev=-10.6 e_homo_ev=-21.140 total_charge=+6 orbital_gap_ev=10.52 de_lowest_kj_mol=94.63
P -15.79184 -2.37177 -13.37945 0.56 1.55 -0.54
F -14.78665 -3.63805 -12.97378 -0.94 0.71 -0.95
F -16.95047 -3.00006 -12.47129 0.29 -0.56 0.63
F -15.10893 -1.51838 -12.15785 -0.70 -0.64 -0.17
F -16.83413 -1.12889 -13.64727 0.19 0.28 0.12
F -14.75183 -1.69716 -14.40602 0.72 -0.22 0.48
F -16.41351 -3.06830 -14.71760 -0.02 -1.16 0.52
C -14.38507 -8.06528 -6.77599 -0.61 0.25 -0.79
C -14.56092 -7.97109 -8.30442 0.41 -0.58 0.82
C -13.24337 -8.20769 -8.98229 -0.68 0.46 -1.48
N -13.37965 -7.88824 -10.49258 1.55 -0.40 -2.09
C -12.03851 -8.13398 -11.18483 0.35 -0.07 0.35
C -14.35807 -8.75864 -11.34200 -0.80 0.42 0.61
C -15.14289 -7.70817 -12.06242 -3.00 -0.44 -1.01
C -15.22197 -6.45761 -11.22298 1.28 0.30 -0.31
C -13.74690 -6.43222 -10.78539 -1.42 0.79 0.84
H -13.81346 -7.21658 -6.40038 -0.06 -0.01 0.11
H -13.89441 -8.98611 -6.46067 -0.24 0.01 0.03
H -15.42599 -8.01141 -6.45712 0.32 -0.14 0.90
H -15.00451 -7.00223 -8.53383 0.11 0.02 -0.13
H -15.25262 -8.75806 -8.60495 -0.18 0.11 -0.07
H -12.95098 -9.25668 -8.93514 0.18 0.13 0.14
H -12.46704 -7.53830 -8.61171 0.15 -0.19 -0.06
H -11.30929 -7.36818 -10.92045 -0.08 -0.17 0.45
H -12.11471 -8.09213 -12.27136 -0.52 0.09 0.08
H -11.70034 -9.13732 -10.92592 0.12 0.17 0.16
H -13.85662 -9.45004 -12.01921 0.38 0.20 0.42
H -15.07171 -9.33643 -10.75465 0.56 0.06 0.60
H -14.94287 -7.60988 -13.12939 0.99 0.61 0.17
H -16.20850 -7.92002 -12.15010 -0.21 -1.12 0.09
H -15.56178 -5.65229 -11.87421 0.59 0.43 0.19
H -15.94041 -6.47556 -10.40346 0.14 -0.59 0.04
H -13.23112 -5.98654 -11.63594 0.64 -0.52 0.24
H -13.56281 -5.85701 -9.87802 0.23 -0.01 -0.12
C -17.77674 -5.64449 -13.95742 -0.38 -0.97 -0.09
C -18.52518 -7.01709 -14.08188 0.76 0.69 -0.18
C -17.94286 -7.78665 -15.23973 -1.12 -0.48 -1.18
N -18.68877 -9.08440 -15.59258 0.31 -1.24 1.99
C -18.10397 -9.58473 -16.88671 -0.05 0.12 0.45
C -20.27133 -9.10643 -15.69955 1.51 -0.83 0.44
C -20.76089 -9.90442 -14.49537 -1.52 1.63 0.64
C -19.73781 -10.89204 -14.09101 2.23 0.30 -1.86
C -18.39727 -10.12606 -14.38783 -0.68 -0.74 -1.36
H -16.70056 -5.81749 -13.95461 0.13 0.01 0.01
H -18.01611 -5.09893 -13.04464 -0.11 -0.18 -0.09
H -17.99131 -4.99233 -14.80402 -0.03 -0.12 0.05
H -19.58825 -6.86838 -14.27125 -0.04 0.05 0.32
H -18.36619 -7.62970 -13.19445 -0.34 0.27 0.26
H -16.89898 -8.06562 -15.09620 -0.01 -0.14 0.17
H -17.99195 -7.23955 -16.18121 0.04 0.46 0.11
H -18.32037 -8.80805 -17.62022 -0.15 -0.40 -0.26
H -18.51960 -10.56363 -17.12568 -0.16 0.25 -0.15
H -17.02302 -9.70356 -16.81230 -0.01 0.13 0.24
H -20.47954 -9.78603 -16.52593 0.14 0.79 -0.56
H -20.65007 -8.08995 -15.80640 -0.04 -0.29 -0.18
H -21.64122 -10.42526 -14.87199 -0.41 0.27 0.63
H -20.97975 -9.21961 -13.67609 -0.46 -0.06 0.05
H -19.83639 -11.64690 -14.87112 0.42 -0.67 0.42
H -19.71137 -11.34615 -13.10046 -0.45 0.24 -0.12
H -17.68183 -10.81158 -14.84205 0.29 0.13 0.45
H -17.99870 -9.62415 -13.50617 -0.02 0.21 -0.38
C -19.26707 2.04460 -14.86314 -2.46 0.05 -0.82
C -19.25422 2.51757 -13.42484 1.82 -0.64 -0.18
C -18.52530 1.35624 -12.68567 -0.20 1.47 1.13
N -18.06029 1.81909 -11.29630 0.56 -0.03 1.22
C -19.27161 2.02226 -10.31161 1.25 -0.40 -0.73
C -17.17317 3.05228 -11.34185 1.77 -0.84 0.10
C -16.33315 2.95737 -10.03118 -1.07 0.69 1.05
C -16.02015 1.49621 -9.72614 -0.03 -0.09 -1.73
C -17.02743 0.79080 -10.66394 -1.10 -1.02 0.60
H -18.41105 2.20973 -15.51740 0.30 -0.14 0.64
H -20.10245 2.53529 -15.36260 0.10 0.34 -0.23
H -19.63567 1.01891 -14.87768 0.52 -0.42 -0.25
H -20.21654 2.82192 -13.01325 -0.11 -0.52 -0.14
H -18.64956 3.42443 -13.43433 0.15 -0.03 0.41
H -17.65685 0.99177 -13.23436 0.13 0.41 0.10
H -19.13545 0.46659 -12.52961 -0.32 0.13 0.04
H -19.80418 1.07160 -10.33840 0.07 0.14 0.34
H -19.96129 2.82874 -10.56071 0.39 0.01 -0.66
H -18.85309 2.28270 -9.33945 -0.09 -0.44 -0.03
H -17.66953 4.00015 -11.54986 -0.22 -0.29 0.39
H -16.49385 2.82696 -12.16395 -0.05 0.25 -0.30
H -17.02956 3.27190 -9.25388 0.29 0.47 0.26
H -15.42672 3.55443 -9.93109 -0.37 0.36 -0.54
H -15.98068 1.20251 -8.67720 -0.84 0.26 0.03
H -15.01212 1.25354 -10.06242 -0.01 -0.01 -0.34
H -17.65195 0.04923 -10.16578 -0.11 0.02 0.16
H -16.48926 0.21415 -11.41623 -0.33 0.56 -0.57
C -15.04618 -9.48841 -19.92936 -0.18 0.02 -0.90
C -14.13372 -9.04746 -18.78174 -1.42 -0.44 0.80
C -13.68307 -7.61856 -18.89442 0.48 -0.19 -0.65
N -13.21381 -6.86645 -17.61531 -0.10 0.26 -0.50
C -14.16107 -6.86194 -16.43158 -0.85 -0.08 -0.66
C -13.71452 -5.99036 -15.29601 1.50 0.58 0.39
C -13.39058 -4.56430 -15.74028 -0.49 0.65 -0.67
C -12.37591 -4.50182 -16.93141 -1.27 -1.29 1.15
C -12.97382 -5.40811 -18.11650 1.72 0.53 2.75
C -11.91212 -7.52113 -17.26973 0.98 0.96 -1.36
H -15.38758 -10.51573 -19.80219 -0.02 0.08 0.31
H -14.64372 -9.48987 -20.94233 0.69 0.13 0.16
H -15.91503 -8.83977 -20.04103 -0.19 0.04 0.37
H -13.36061 -9.79958 -18.62452 0.23 0.33 0.01
H -14.80519 -9.06598 -17.92332 0.02 -0.42 0.44
H -14.43629 -7.03581 -19.42466 -0.07 0.26 0.43
H -12.81062 -7.68220 -19.54471 0.15 0.74 0.05
H -15.10178 -6.44296 -16.78882 -0.18 -0.18 -0.31
H -14.33428 -7.89034 -16.11456 0.14 -0.05 -0.18
H -14.42634 -5.91330 -14.47413 -0.47 -0.24 -0.33
H -12.83559 -6.42537 -14.82025 0.27 -0.13 0.00
H -14.34421 -4.11305 -16.01428 -0.22 0.15 -0.30
H -13.10303 -3.96439 -14.87683 0.43 -0.10 -0.11
H -12.11768 -3.48840 -17.23863 -0.46 -0.07 -0.32
H -11.48001 -4.84705 -16.41538 0.49 -0.48 -0.92
H -13.93844 -4.95378 -18.34278 0.10 -0.41 -0.55
H -12.22254 -5.47954 -18.90300 -0.60 0.05 -0.34
H -11.97979 -8.60878 -17.29324 -0.19 0.24 0.57
H -11.34845 -7.04533 -16.46724 -0.67 -0.43 0.41
H -11.32384 -7.23272 -18.14084 0.43 -0.44 -0.02
C -20.00230 -2.00246 -17.86852 1.73 0.90 -0.22
C -18.79540 -1.18871 -18.55227 -0.64 -0.04 1.02
C -17.42231 -1.50675 -17.89817 -0.03 0.06 -1.04
N -16.20590 -0.63180 -18.31196 1.25 -0.99 0.10
C -16.10936 -0.64302 -19.88590 -0.77 1.79 0.34
C -15.08012 0.31698 -20.40574 1.17 1.29 1.48
C -15.32045 1.75790 -19.83839 -1.07 -0.85 -1.23
C -15.34538 1.81114 -18.30752 0.39 -0.01 -1.76
C -16.24792 0.75606 -17.64967 -0.06 0.78 -1.02
C -14.94449 -1.35602 -17.74491 -1.52 -0.49 -0.37
H -19.77459 -2.10800 -16.80781 -0.13 -0.12 0.13
H -20.07587 -2.99081 -18.32224 -0.17 0.10 0.05
H -20.93327 -1.44250 -17.95698 0.09 -0.18 -0.22
H -18.94927 -0.11964 -18.40556 -0.38 0.05 -0.15
H -18.87523 -1.40217 -19.61818 0.51 0.10 0.05
H -17.14015 -2.50424 -18.23508 0.18 -0.16 0.39
H -17.45842 -1.43927 -16.81086 -0.08 -0.12 -0.01
H -17.03477 -0.19214 -20.24426 -0.42 -0.47 0.26
H -15.99793 -1.63388 -20.32621 -0.07 -0.26 0.79
H -15.08444 0.33184 -21.49563 0.06 -0.16 0.10
H -14.09555 0.05233 -20.02015 0.34 -0.39 -0.49
H -16.26995 2.06458 -20.27712 -0.41 0.18 0.27
H -14.63303 2.47199 -20.29186 0.35 -0.18 0.37
H -15.66400 2.82410 -18.06158 -0.16 -0.18 0.50
H -14.29014 1.74312 -18.04307 -0.07 -0.28 0.68
H -17.29556 1.05197 -17.70448 0.09 0.15 0.03
H -15.90612 0.77018 -16.61475 -0.39 -1.08 0.14
H -14.79707 -2.19730 -18.42212 0.51 0.23 -0.13
H -15.23459 -1.81348 -16.79904 0.03 0.43 0.20
H -14.07333 -0.71513 -17.60908 -0.30 0.07 -0.37
C -19.82211 -3.04649 -13.72074 0.98 0.50 0.33
C -20.13544 -2.86655 -12.21290 0.03 0.62 0.05
C -21.61918 -2.73674 -11.94266 -0.78 -1.17 0.90
N -22.07800 -2.71903 -10.42769 0.22 2.88 0.49
C -23.65088 -2.66634 -10.40629 0.90 -1.21 1.88
C -24.11073 -2.86235 -8.94819 -0.65 0.02 -0.71
C -23.58483 -4.11300 -8.28607 0.83 0.10 1.53
C -22.08402 -4.02605 -8.18754 0.94 0.25 -0.21
C -21.50053 -3.92312 -9.55045 -0.75 0.76 -2.79
C -21.65304 -1.33824 -9.73142 -0.72 -0.59 -0.84
H -20.07853 -2.17234 -14.31925 -0.57 0.10 0.22
H -20.17705 -3.92873 -14.25343 -0.37 -0.09 0.48
H -18.73536 -3.03970 -13.80458 -0.10 -0.22 0.00
H -19.59274 -1.99090 -11.85679 -0.03 0.46 -0.29
H -19.69784 -3.60881 -11.54531 -0.08 -0.65 -0.54
H -22.09651 -3.61808 -12.37104 -0.10 -0.40 0.37
H -22.14370 -1.96477 -12.50572 0.29 0.66 0.55
H -24.01595 -3.53678 -10.95142 0.09 0.40 -0.58
H -24.00510 -1.67846 -10.70077 0.29 -0.36 -0.75
H -25.19879 -2.91498 -8.98638 -0.08 0.18 0.01
H -23.86183 -1.95585 -8.39645 -0.06 -0.16 0.34
H -23.87747 -5.07360 -8.70998 -0.31 0.21 -0.24
H -23.81412 -4.11715 -7.22047 -1.06 -0.12 -0.14
H -21.60324 -4.89060 -7.72983 -0.25 -0.25 0.04
H -21.79126 -3.19375 -7.54749 0.01 0.15 -0.01
H -21.91027 -4.72068 -10.17021 0.34 -0.58 0.16
H -20.41872 -3.90139 -9.68205 -0.11 0.20 0.33
H -20.69058 -0.97783 -10.09456 0.16 -0.64 0.29
H -21.77006 -1.37425 -8.64831 0.65 -0.58 -0.17
H -22.35513 -0.53887 -9.96844 -0.26 -0.32 -0.63
C -16.79021 -3.47615 -9.35866 -0.15 -0.32 0.17
C -15.49865 -3.42214 -8.59244 0.05 1.48 1.49
C -15.60408 -2.30260 -7.43566 0.99 -0.93 -1.58
N -14.36460 -2.23954 -6.58894 -0.41 0.12 1.13
C -14.25074 -3.54257 -5.76879 -0.35 -0.07 0.20
C -13.20691 -3.54095 -4.67742 0.46 1.76 0.27
C -13.33534 -2.25576 -3.78136 0.74 -1.16 -0.53
C -13.42499 -0.97014 -4.59316 -0.58 0.16 -0.51
C -14.59413 -1.01910 -5.62585 1.24 -0.82 1.24
C -13.18298 -2.08040 -7.47522 0.71 0.20 -0.47
H -16.68847 -4.33958 -10.01611 -0.52 0.30 -0.38
H -17.02059 -2.56020 -9.90277 0.21 -0.15 -0.22
H -17.60613 -3.65239 -8.65772 -0.16 -0.17 -0.04
H -14.64723 -3.21792 -9.24164 -0.26 0.33 -0.14
H -15.28199 -4.40812 -8.18135 -0.20 0.03 0.38
H -16.49013 -2.38033 -6.80560 0.20 -0.47 0.10
H -15.64128 -1.29971 -7.86104 -0.18 -0.11 -0.49
H -15.24578 -3.67650 -5.34447 -0.06 -0.17 -0.12
H -13.99974 -4.33505 -6.47382 -0.38 0.08 -0.11
H -13.20528 -4.43682 -4.05652 -0.50 -0.08 -0.20
H -12.23767 -3.55995 -5.17573 0.28 0.18 0.15
H -14.16900 -2.36295 -3.08737 -0.23 0.08 -0.16
H -12.44852 -2.21162 -3.14914 -0.01 0.06 0.01
H -13.56017 -0.17330 -3.86181 -0.34 0.28 -0.33
H -12.50830 -0.71293 -5.12385 0.19 -0.21 0.11
H -15.50242 -1.20902 -5.05398 -0.18 -0.38 -0.29
H -14.76854 -0.10107 -6.18703 0.42 -0.21 -0.33
H -13.05247 -2.94123 -8.13100 -0.36 -0.05 0.25
H -12.21997 -2.00284 -6.97052 -0.44 0.26 0.50
H -13.32300 -1.21297 -8.12023 -0.02 0.10 0.18